The following is a quantum chemistry calculation of a 2-piece molecular cluster, C4H12NO3 overall, from OMol25.

Last column: natural (NBO) charge in e.
Element x y z (Å)
C1 -0.96276 1.46557 1.72026  -0.061
O1 -2.20406 0.72907 2.21376  -0.774
C2 -0.24691 0.71611 0.57724  -0.106
C3 -1.08372 -0.29581 0.05599  -0.458
C4 -0.24106 -0.99698 -1.26070  0.003
O2 1.07824 -1.33726 -1.04946  -0.937
N1 1.11647 0.18623 1.10632  -0.848
H1 -1.44894 2.35614 1.43045  0.166
H2 -0.42755 1.60811 2.55811  0.166
H3 -2.09585 -0.14916 1.83934  0.463
H4 0.11191 1.40065 -0.21219  0.197
H5 -1.24633 -1.09300 0.91751  0.147
H6 -1.97852 -0.00241 -0.37092  0.201
H7 -0.95208 -1.83875 -1.47051  0.098
H8 -0.30295 -0.26672 -2.08425  0.119
H9 1.33485 -0.55676 0.54964  0.400
H10 0.98603 -0.21646 2.03434  0.312
H11 2.29687 0.51945 -2.72255  0.433
H12 1.88175 -0.77949 -2.18726  0.498
O3 2.27986 -0.34413 -2.98715  -1.019

The charge is -1. As for the LUMO energy: 3.6820 eV. The spin multiplicity is 1. The energy above the lowest of the compared OMol25 structures with the same formula, charge and spin comes out at 46.14 kcal per mole.

***

The following is a quantum chemistry calculation of C23H69AgN13O12 as an isolated structure, from OMol25.

Last column: Löwdin charge in e.
Element x y z (Å)
Ag1 1.41599 2.38387 -1.55642  0.765
O1 -0.62326 0.77809 -1.10683  -0.379
C1 -0.55163 0.64170 0.27048  -0.427
C2 0.81638 0.58192 0.93334  -0.352
O2 1.72778 1.67235 0.81759  -0.408
H1 -1.12926 -0.25528 0.57877  0.081
H2 -1.17041 1.46253 0.69798  0.070
H3 1.33940 -0.24285 0.40322  0.094
H4 0.70037 0.20176 1.96219  0.083
C3 2.89843 -0.34243 -2.61345  -0.073
C4 3.44582 0.72535 -3.53672  -0.410
C5 3.65640 0.13125 -4.93738  -0.223
O3 4.09197 1.03441 -5.91761  -0.172
C6 5.36457 1.56859 -5.65510  -0.119
N1 2.43668 1.83239 -3.65127  0.025
H5 1.86238 -0.62393 -2.82681  0.062
H6 2.89278 -0.02659 -1.56693  0.048
H7 3.46897 -1.27363 -2.69783  0.083
H8 4.42119 1.08767 -3.20408  0.121
H9 2.66851 -0.21335 -5.26024  0.123
H10 4.28455 -0.76821 -4.89322  0.128
H11 6.07144 0.87866 -5.17837  0.093
H12 5.37244 2.46983 -5.02819  0.091
H13 5.79361 1.87138 -6.61195  0.087
H14 1.63183 1.38262 -4.10887  0.036
H15 2.80047 2.28427 -4.50413  0.087
C7 0.81198 -3.51179 -1.65014  -0.049
C8 -0.55186 -3.34726 -2.29465  -0.416
C9 -1.75734 -3.69934 -1.42396  -0.225
O4 -1.79249 -5.06326 -1.08449  -0.152
C10 -3.08124 -5.45916 -0.70639  -0.117
N2 -0.65307 -1.95409 -2.78229  0.032
H16 0.89383 -2.86425 -0.77250  0.079
H17 1.62335 -3.30934 -2.34133  0.066
H18 0.83234 -4.54270 -1.27813  0.078
H19 -0.68058 -3.93160 -3.21337  0.140
H20 -2.61464 -3.45339 -2.06474  0.107
H21 -1.77580 -2.99835 -0.57404  0.122
H22 -3.92531 -5.10663 -1.31156  0.090
H23 -3.28849 -5.18225 0.33646  0.067
H24 -3.18058 -6.54776 -0.71749  0.088
H25 -1.58939 -1.81619 -3.17384  0.072
H26 -0.63622 -1.23609 -2.04277  0.050
C11 -2.47245 -1.25574 3.16377  -0.078
C12 -3.07259 -2.53621 3.73094  -0.445
C13 -3.08313 -3.55964 2.61306  -0.227
O5 -3.50172 -4.85724 3.01414  -0.199
C14 -4.88885 -5.08815 2.94900  -0.116
N3 -2.41222 -2.97581 4.94493  0.079
H27 -3.07847 -0.68681 2.44991  0.068
H28 -1.48392 -1.34964 2.69966  0.060
H29 -2.32249 -0.48565 3.92999  0.087
H30 -4.12003 -2.22072 3.85282  0.130
H31 -2.08987 -3.77194 2.19329  0.132
H32 -3.62354 -3.14005 1.75019  0.118
H33 -5.31882 -5.14699 1.94513  0.082
H34 -5.42493 -4.36324 3.57541  0.088
H35 -5.06940 -6.04286 3.45000  0.086
H36 -1.48581 -2.59363 5.09066  0.042
H37 -2.33907 -3.98639 4.87132  0.068
C15 4.32376 0.27694 3.48720  -0.087
C16 3.75246 1.68884 3.48624  -0.272
O6 2.31697 1.63999 3.64741  -0.156
H38 5.40050 0.27852 3.30489  0.072
H39 3.77969 -0.32388 2.75488  0.072
H40 4.20445 -0.20849 4.45943  0.071
H41 4.01622 2.19180 2.55630  0.091
H42 4.11442 2.20871 4.37672  0.112
H43 1.97300 1.82389 2.74679  0.033
C17 -5.16696 -0.41773 -0.38394  -0.079
C18 -3.90455 -0.98782 -1.02359  -0.319
O7 -3.36730 -0.08704 -2.00892  -0.098
H44 -4.98811 0.59190 -0.02452  0.061
H45 -5.38172 -1.09356 0.45885  0.064
H46 -6.06761 -0.48749 -0.99273  0.070
H47 -4.10675 -1.97757 -1.44063  0.094
H48 -3.15568 -1.10702 -0.23102  0.083
H49 -2.70158 0.41083 -1.49745  0.035
C19 -3.62506 3.94339 -0.56277  -0.625
O8 -4.43374 4.72680 -1.07891  0.001
N4 -2.44566 3.54353 -1.17716  0.166
N5 -3.80681 3.39794 0.70904  0.146
H50 -2.34455 3.90606 -2.10481  0.086
H51 -2.01361 2.69627 -0.84758  0.042
H52 -3.09408 2.81044 1.09664  0.062
H53 -4.65390 3.54970 1.21660  0.096
C20 0.40302 4.91627 2.00325  -0.647
O9 0.05410 6.03180 2.38966  0.000
N6 -0.43846 3.93974 1.51212  0.170
N7 1.71346 4.49101 2.08646  0.148
H54 0.01962 3.04632 1.40660  0.048
H55 -1.39237 4.17102 1.32870  0.066
H56 2.36015 5.17894 2.42014  0.102
H57 1.97377 3.57024 1.76156  0.021
C21 -0.74027 1.49464 -5.08676  -0.655
O10 -1.02021 2.03349 -6.15013  0.018
N8 -0.77848 2.15944 -3.87288  0.138
N9 -0.24653 0.21601 -4.93968  0.150
H58 -0.87631 1.60016 -3.02906  0.036
H59 -1.13203 3.09266 -3.79963  0.082
H60 -0.28537 -0.31816 -4.08078  0.042
H61 -0.20025 -0.37610 -5.75244  0.104
C22 0.73882 -0.50110 5.80912  -0.661
O11 0.09870 -1.14239 6.64263  -0.006
N10 0.92301 -0.89322 4.50864  0.164
N11 1.25235 0.74749 6.08514  0.150
H62 0.49121 -1.76041 4.25518  0.084
H63 1.55034 -0.38078 3.91271  0.050
H64 1.63279 1.34945 5.35653  0.061
H65 1.02999 1.16315 6.96793  0.092
C23 4.89641 2.93968 -0.59645  -0.669
O12 5.86164 3.42214 -1.18965  -0.005
N12 4.77519 1.60876 -0.27114  0.160
N13 3.86030 3.72194 -0.13546  0.144
H66 3.94170 1.29254 0.21440  0.060
H67 5.39880 0.95366 -0.69962  0.097
H68 3.90420 4.71051 -0.29357  0.101
H69 3.07233 3.36789 0.37234  0.007

The charge is -1. As for the LUMO energy: 2.1628 eV. The spin multiplicity is 1.

***

The following is a quantum chemistry calculation of a 4-piece molecular cluster, C22H53NO9Si overall, from OMol25.

Last column: Löwdin charge in e.
Element x y z (Å)
C1 2.85154 -4.41807 -4.19021  -0.123
C2 2.37025 -3.43316 -4.91433  -0.300
Si1 1.30269 -2.13347 -4.04927  0.572
N1 -0.33700 -2.06629 -4.69114  -0.183
C3 -1.18775 -3.14022 -4.11517  -0.360
C4 -0.90292 -4.50081 -4.76626  -0.103
H1 3.10206 -5.38994 -4.59675  0.061
H2 2.97715 -4.22314 -3.13098  0.036
H3 2.62586 -3.39026 -5.97155  0.055
H4 1.16423 -2.57994 -2.64724  -0.008
H5 1.95003 -0.80829 -4.06056  -0.058
H6 -0.35721 -2.13634 -5.70360  0.060
H7 -2.24173 -2.91607 -4.29877  0.098
H8 -1.07935 -3.16606 -3.03306  0.070
H9 0.02430 -4.95832 -4.42738  0.049
H10 -0.83516 -4.38046 -5.84692  0.074
H11 -1.70534 -5.18339 -4.47960  0.071
C5 -1.77195 0.03406 1.48116  -0.108
O1 -2.47920 -0.05301 0.26214  -0.195
C6 -2.21056 -1.21125 -0.50907  -0.192
C7 -3.48280 -1.91657 -0.93698  -0.179
O2 -4.27439 -2.48334 0.09587  -0.115
C8 -4.91898 -1.62846 1.02968  -0.179
C9 -5.99429 -0.71134 0.47726  -0.194
O3 -5.46475 0.29115 -0.37498  -0.201
C10 -6.15925 0.46644 -1.59232  -0.112
H12 -0.82899 0.56986 1.32994  0.089
H13 -2.38527 0.60330 2.18212  0.074
H14 -1.57460 -0.94804 1.92010  0.090
H15 -1.56114 -1.90816 0.03056  0.124
H16 -1.68067 -0.88710 -1.41370  0.125
H17 -3.18885 -2.76349 -1.56415  0.117
H18 -4.08585 -1.27535 -1.58166  0.112
H19 -4.18584 -1.07239 1.61517  0.108
H20 -5.41333 -2.30481 1.73256  0.129
H21 -6.47854 -0.20451 1.32135  0.126
H22 -6.74828 -1.31414 -0.03886  0.122
H23 -6.60072 -0.46675 -1.95404  0.086
H24 -5.44154 0.81089 -2.33870  0.087
H25 -6.93958 1.22675 -1.48384  0.086
C11 -2.78895 5.77122 7.08520  -0.114
O4 -3.47055 5.69320 5.85076  -0.195
C12 -3.45498 6.88510 5.08313  -0.194
C13 -3.00962 6.65753 3.64927  -0.181
O5 -1.66812 6.23511 3.46502  -0.117
C14 -1.28075 4.94289 3.90867  -0.180
C15 -1.93015 3.76580 3.20499  -0.199
O6 -3.31626 3.66699 3.48646  -0.196
C16 -4.13844 3.45433 2.35399  -0.103
H26 -3.47316 6.08533 7.88005  0.086
H27 -2.41540 4.77469 7.32500  0.086
H28 -1.93563 6.45415 7.04343  0.087
H29 -2.81537 7.64356 5.54536  0.121
H30 -4.48018 7.27420 5.06001  0.126
H31 -3.07373 7.62652 3.14576  0.128
H32 -3.70207 6.00271 3.11889  0.109
H33 -1.37852 4.86102 4.99205  0.109
H34 -0.20899 4.88279 3.69925  0.128
H35 -1.45848 2.84306 3.56627  0.122
H36 -1.74641 3.84661 2.12880  0.124
H37 -3.73161 3.92418 1.45434  0.090
H38 -5.11077 3.90542 2.55962  0.087
H39 -4.28266 2.38400 2.17616  0.078
C17 8.17611 -0.09897 0.51637  -0.113
O7 7.92913 -1.36028 -0.06954  -0.195
C18 7.29479 -2.30036 0.78087  -0.194
C19 6.07494 -2.94236 0.14389  -0.182
O8 4.97857 -2.08349 -0.12590  -0.118
C20 5.11038 -1.08074 -1.12387  -0.175
C21 5.29963 -1.56870 -2.54767  -0.189
O9 6.55286 -2.20662 -2.73324  -0.190
C22 6.49907 -3.43753 -3.42346  -0.105
H40 9.16601 -0.08225 0.98357  0.086
H41 8.15639 0.64869 -0.27773  0.087
H42 7.41594 0.16892 1.25570  0.087
H43 7.00765 -1.84116 1.73201  0.121
H44 8.02146 -3.09406 0.99309  0.126
H45 5.69386 -3.67089 0.86552  0.128
H46 6.34765 -3.51830 -0.74134  0.109
H47 5.87806 -0.35743 -0.84603  0.109
H48 4.16263 -0.53511 -1.10168  0.128
H49 5.26996 -0.70299 -3.22064  0.130
H50 4.46929 -2.23293 -2.80808  0.098
H51 5.56642 -3.97651 -3.23583  0.069
H52 7.32414 -4.05605 -3.06555  0.088
H53 6.62365 -3.28077 -4.49981  0.089

As for the LUMO energy: 0.7452 eV. The spin multiplicity is 1. The structure (SMILES) is C=C[SiH2]NCC.COCCOCCOC.COCCOCCOC.COCCOCCOC.

***

no.,E (hartree)
1,-440.03462
2,-2679.60756
3,-1891.18487